## i
ORCA calculation (wB97M-V/def2-TZVPD) on a cluster of 3 separate species, C5H12O3 in total.

The geometry in XYZ format:
```
20
Properties=species:S:1:pos:R:3:nbo_charge:R:1
C 0.21728 0.38158 -1.75449 -0.383
C -0.13293 -0.13043 -0.57264 -0.178
C -0.31152 0.72903 0.65200 -0.446
C 0.11472 -0.05492 1.92490 -0.520
C -1.02724 -0.79270 2.60031 0.473
O -2.17074 -0.47664 2.44799 -0.556
H 0.35854 -0.21554 -2.63839 0.206
H 0.60209 1.39526 -1.70891 0.188
H -0.49614 -1.15547 -0.54002 0.190
H -1.35331 1.04101 0.76554 0.242
H 0.29888 1.63045 0.56666 0.212
H 0.45230 0.68325 2.66829 0.242
H 0.97395 -0.69152 1.69414 0.224
H -0.67228 -1.65197 3.19916 0.113
O 4.51296 0.86783 -3.63958 -0.938
H 5.20033 1.15862 -4.24264 0.469
H 4.97683 0.51795 -2.86271 0.469
O -4.04149 -0.78659 0.32491 -0.956
H -3.40128 -0.74037 1.04818 0.487
H -4.10094 -1.70884 0.06730 0.462
```

Properties
LUMO energy (Ha): 0.0288
2S+1: 1
SMILES string: C=CCCC=O.O.O

***

## ii
ORCA calculation (wB97M-V/def2-TZVPD) on a cluster of 3 separate species, C5H12O3 in total.

The geometry in XYZ format:
```
20
Properties=species:S:1:pos:R:3:nbo_charge:R:1
C -1.93163 -0.40805 -2.77273 -0.387
C -0.80018 -0.20959 -2.02309 -0.233
C -0.65552 0.90111 -1.15575 -0.342
C -0.03778 0.72404 -0.02563 0.330
C 0.36079 1.60328 1.07804 -0.619
O 0.44988 -0.52062 0.18640 -0.729
H -2.31246 -1.32605 -3.46611 0.218
H -2.50414 0.58392 -3.03407 0.191
H -0.07359 -0.94197 -1.99698 0.204
H -0.90658 1.95602 -1.31702 0.219
H -0.03532 2.59136 0.82526 0.218
H 1.35688 1.62054 1.38633 0.232
H -0.34911 1.30645 2.14435 0.201
H -0.11991 -1.33315 -0.02974 0.497
O 4.99934 -0.12056 -0.24114 -0.963
H 5.23032 0.48764 0.49139 0.481
H 4.19594 0.10931 -0.73268 0.483
O -2.95546 -1.64662 3.64759 -0.925
H -3.08085 -0.68499 3.70043 0.463
H -2.96531 -1.73134 2.68100 0.462
```

Properties
LUMO energy (Ha): 0.0125
2S+1: 1
SMILES string: C=C/C=C(/C)O.O.O

***

Order from most stable to least stable according to the calculation: i, ii

***

## i
ORCA calculation (wB97M-V/def2-TZVPD) on a structure of composition C29H17I2N2O3RuS5.

The geometry in XYZ format:
```
59
Properties=species:S:1:pos:R:3:mulliken_spin:R:1
Ru 0.49067 -0.01854 0.14900 0.937
I -1.88886 0.62873 -1.25047 0.013
C -3.18044 0.89251 0.36832 -0.016
C -3.88069 2.07217 0.35429 0.011
C -4.79798 2.39504 1.37544 -0.007
C -5.01746 1.51284 2.38616 0.012
C -4.31771 0.27903 2.44017 0.001
C -4.58043 -0.61561 3.50984 0.006
C -3.91483 -1.80056 3.60838 -0.005
C -2.94073 -2.13196 2.65185 0.003
C -2.66772 -1.28459 1.61080 -0.003
C -3.36411 -0.04502 1.43980 -0.012
H -3.71735 2.77347 -0.44978 0.000
H -5.31641 3.34500 1.34654 0.000
H -5.71810 1.73975 3.18056 0.001
H -5.30989 -0.32415 4.25461 0.000
H -4.10545 -2.47308 4.43472 0.000
H -2.35556 -3.03734 2.73755 0.001
O -1.63223 -1.60254 0.76407 0.047
C -1.67623 -2.71445 -0.02818 -0.059
C -2.87739 -3.17024 -0.54141 -0.016
C -2.88617 -4.22312 -1.44244 0.013
C -1.68936 -4.80086 -1.83492 -0.004
C -0.49522 -4.34107 -1.30296 0.011
C -0.45261 -3.30230 -0.37247 0.062
C 0.84170 -2.89991 0.20507 -0.027
N 1.03455 -2.12583 1.25911 0.000
C 2.40468 -2.07874 1.42092 0.017
C 3.01419 -2.81116 0.45436 0.000
N 2.01121 -3.38145 -0.31471 0.006
H -3.79614 -2.67923 -0.24864 0.003
H -3.82501 -4.57287 -1.84897 0.001
H -1.67877 -5.60592 -2.55711 0.000
H 0.43355 -4.79324 -1.61275 0.003
H 2.84250 -1.46486 2.18878 0.007
H 4.05115 -2.94797 0.21462 -0.001
H 2.09970 -3.47073 -1.34994 0.001
S 4.11631 2.99707 5.72977 0.001
C 3.23857 2.44936 4.39883 0.002
S 1.60718 1.95872 4.46167 0.000
C 1.38327 1.49643 2.79525 0.002
C 2.48518 1.62419 2.00993 -0.004
S 2.53209 1.30412 0.29833 0.023
S 3.89852 2.22227 2.84217 -0.001
S -0.18924 0.99436 2.21197 -0.015
I 1.83286 1.64139 -8.37244 0.000
C 1.73985 0.57499 -6.57237 0.000
C 1.11160 1.14675 -5.47667 0.000
C 1.05877 0.42957 -4.29053 0.002
C 1.60777 -0.84297 -4.19993 -0.002
C 2.23584 -1.38915 -5.31132 0.001
C 2.31169 -0.68606 -6.50424 0.000
C 1.52257 -1.62139 -2.88146 0.000
O 1.90462 -2.81199 -2.91717 0.000
O 1.06346 -0.99775 -1.91551 -0.014
H 0.68175 2.13644 -5.53965 0.000
H 0.61552 0.85920 -3.40018 0.000
H 2.65351 -2.38233 -5.22083 0.000
H 2.80526 -1.11246 -7.36612 0.000
```

Properties
LUMO energy (spin up / spin down) (Ha): 0.1187 / 0.1187
Total charge: -2
2S+1: 2

***

## ii
ORCA calculation (wB97M-V/def2-TZVPD) on a structure of composition C29H17I2N2O3RuS5.

The geometry in XYZ format:
```
59
Properties=species:S:1:pos:R:3:mulliken_spin:R:1
Ru -0.22618 0.21499 -0.19363 0.964
I 2.62679 -0.25132 0.40240 -0.007
C 2.91114 1.78531 0.52191 -0.011
C 4.05970 2.28122 1.04885 0.002
C 4.33839 3.68138 0.94775 -0.003
C 3.47527 4.48964 0.28687 0.003
C 2.26084 3.97712 -0.26818 -0.006
C 1.39291 4.82114 -1.01406 0.016
C 0.27319 4.29396 -1.57600 -0.012
C -0.07777 2.92401 -1.37917 0.009
C 0.67323 2.05223 -0.61878 -0.073
C 1.92203 2.59486 -0.11042 0.035
H 4.77991 1.61102 1.51317 0.001
H 5.26232 4.08042 1.36038 0.000
H 3.70350 5.54720 0.14819 0.000
H 1.65162 5.87376 -1.13559 0.001
H -0.38434 4.92931 -2.17033 0.000
H -0.98385 2.56756 -1.82933 0.005
O 0.03935 -0.05203 1.90782 0.055
C -0.75374 -0.51559 2.83819 -0.002
C -0.48036 -0.16231 4.19370 0.011
C -1.21457 -0.65143 5.25890 0.001
C -2.28290 -1.53935 5.04321 -0.002
C -2.57321 -1.87999 3.72998 -0.001
C -1.85135 -1.38565 2.63283 -0.016
C -2.23989 -1.77210 1.26053 0.004
N -1.69577 -1.38671 0.13548 -0.020
C -2.41744 -1.96926 -0.91252 0.004
C -3.40304 -2.73170 -0.40227 0.002
N -3.27962 -2.59720 0.98559 0.001
H 0.34827 0.52445 4.34695 0.000
H -0.96528 -0.33984 6.27231 0.000
H -2.85857 -1.94867 5.86812 0.000
H -3.40423 -2.56238 3.56113 0.000
H -2.14765 -1.78396 -1.94432 0.001
H -4.16344 -3.34896 -0.86788 0.000
H -3.85420 -3.03190 1.66114 0.000
S 1.43475 -4.15018 -6.53393 0.000
C 1.03060 -3.47844 -5.05879 0.000
S 0.90302 -4.29323 -3.61773 0.000
C 0.60824 -2.99725 -2.45824 0.008
C 0.45914 -1.81149 -3.07818 0.006
S 0.16620 -0.10973 -2.55720 0.003
S 0.59912 -1.89931 -4.83130 -0.004
S 0.56725 -3.48582 -0.76531 0.009
I -7.60459 5.53844 0.62752 0.000
C -6.03472 4.17959 0.56175 0.000
C -5.95198 3.30534 -0.49679 0.000
C -4.82139 2.47181 -0.59235 0.003
C -3.82122 2.53074 0.34751 0.000
C -3.93082 3.39990 1.39976 0.003
C -5.04566 4.25312 1.51674 0.000
C -2.55014 1.67967 0.19517 -0.045
O -2.41097 1.01784 -0.85800 0.008
O -1.71793 1.70807 1.09505 0.048
H -6.74557 3.25069 -1.22989 0.000
H -4.71103 1.76467 -1.41141 0.000
H -3.13053 3.41078 2.13613 0.002
H -5.13178 4.94018 2.34679 0.000
```

Properties
LUMO energy (spin up / spin down) (Ha): 0.1129 / 0.1129
Total charge: -2
2S+1: 2

***

Order from most stable to least stable according to the calculation: ii, i

***

## i
ORCA calculation (wB97M-V/def2-TZVPD) on a structure of composition CH4N4.

The geometry in XYZ format:
```
9
Properties=species:S:1:pos:R:3:nbo_charge:R:1
C -0.22474 1.36641 1.28270 -0.524
N 0.57869 -2.02213 -2.19456 -0.492
N -0.05839 1.03912 -0.04416 -0.270
N 0.27372 -1.37410 -1.23489 0.273
N 0.22579 -0.77752 -0.26569 0.012
H 0.30927 0.72337 1.99010 0.212
H -1.28447 1.44653 1.58356 0.166
H 0.23470 2.36413 1.36000 0.243
H -0.05458 -2.76582 -2.47707 0.380
```

Properties
LUMO energy (spin up / spin down) (Ha): -0.0082 / -0.0040
2S+1: 1

***

## ii
ORCA calculation (wB97M-V/def2-TZVPD) on a cluster of 2 separate species, CH4N4 in total.

The geometry in XYZ format:
```
9
Properties=species:S:1:pos:R:3:nbo_charge:R:1
H -0.05917 -2.19486 0.29840 0.278
N -0.17685 -1.17378 0.57580 -0.412
N 0.18474 -0.39668 -0.28921 0.020
N 0.71874 -0.72135 -1.47678 -0.640
H 1.05220 -1.64150 -1.68896 0.370
H 1.04501 0.19687 -1.93473 0.413
C -1.33477 1.44826 1.51597 0.082
N -1.66275 2.43134 2.04902 -0.346
H -1.13961 0.53781 1.01917 0.235
```

Properties
LUMO energy (Ha): 0.0238
2S+1: 1
SMILES string: [H]/N=N\N.C#N

***

Order from most stable to least stable according to the calculation: ii, i